Formula: C27H32KN4O2
Source: the OMol25 dataset
Level of theory: the ωB97M-V functional and the def2-TZVPD basis

Net charge: -1
Electronic energy: -54902.073 eV
HOMO-LUMO gap: 5.42 eV

XYZ file:
```
66
Properties=species:S:1:pos:R:3:forces:R:3
K -2.2729 0.8199 -1.6718 -0.13 -0.46 -0.17
C -4.4252 -2.8215 -0.8978 0.06 -0.13 -0.01
C -5.1217 -1.5633 -1.3143 0.08 -0.06 0.07
C -6.4176 -1.4183 -1.7804 -0.04 -0.05 0.00
C -6.5859 -0.0323 -2.0145 -0.14 0.18 -0.16
C -5.3809 0.5681 -1.6857 0.09 -0.09 0.14
C -5.0687 2.0442 -1.6944 -0.17 -0.11 -0.09
N -4.4838 -0.3679 -1.2463 -0.19 0.05 0.01
H -5.0689 -3.6917 -1.0471 -0.03 0.02 -0.01
H -4.1349 -2.8029 0.1573 -0.02 0.04 0.02
H -3.5061 -2.9910 -1.4698 0.00 0.02 -0.02
H -7.1355 -2.2136 -1.9277 -0.04 0.02 -0.01
H -7.4687 0.4800 -2.3740 -0.03 -0.03 -0.01
H -5.9452 2.5729 -2.0734 0.03 0.10 0.07
H -4.2316 2.3588 -2.3342 -0.12 -0.10 0.01
H -4.8541 2.4264 -0.6910 -0.01 0.01 0.01
C 4.7485 1.1974 3.9982 0.04 0.03 0.04
C 3.5255 0.7739 3.2318 -0.02 -0.04 -0.03
C 3.0177 -0.5087 3.3978 0.01 0.05 -0.01
C 1.8990 -0.9230 2.6883 0.04 0.00 0.02
C 1.2714 -0.0451 1.8248 0.04 -0.06 -0.03
C 1.7665 1.2473 1.6475 -0.05 -0.06 0.06
N 1.1200 2.0935 0.7293 -0.02 -0.02 -0.16
C 0.2727 3.1215 1.0940 0.04 0.10 -0.10
C 0.2680 3.6514 2.3894 -0.01 0.03 0.06
C -0.5373 4.7299 2.7123 0.00 0.02 0.08
C -1.3650 5.3103 1.7634 -0.01 -0.01 -0.04
C -1.3909 4.7628 0.4897 -0.06 -0.04 -0.08
C -0.6049 3.6768 0.1317 0.01 0.07 -0.05
C -0.7940 3.0961 -1.2675 0.35 0.10 0.00
O -1.6038 3.6325 -2.0383 -0.18 0.08 0.16
O -0.1646 2.0231 -1.5326 0.62 0.22 0.09
C 2.9098 1.6612 2.3385 0.01 -0.06 0.11
C 3.4886 3.0287 2.1256 0.03 0.10 -0.04
H 5.0499 0.4218 4.7017 0.01 -0.01 0.00
H 4.5736 2.1160 4.5626 -0.02 0.00 0.00
H 5.5938 1.3955 3.3342 -0.01 -0.01 -0.02
H 3.5077 -1.1820 4.0916 -0.01 -0.03 0.00
H 1.5070 -1.9236 2.8240 -0.01 -0.01 0.00
H 0.3948 -0.3480 1.2663 -0.01 0.02 -0.01
H 0.8296 1.7024 -0.1784 -0.01 0.00 0.05
H 0.8914 3.2056 3.1530 0.03 -0.03 -0.01
H -0.5167 5.1126 3.7268 -0.01 0.01 -0.01
H -1.9938 6.1551 2.0128 0.00 0.00 0.02
H -2.0444 5.1455 -0.2846 -0.01 0.04 0.05
H 2.9875 3.5417 1.3086 -0.02 -0.02 -0.01
H 4.5548 2.9678 1.8955 0.01 -0.01 0.00
H 3.3903 3.6488 3.0205 -0.01 0.01 0.01
N -0.2129 -1.5113 -1.1780 -0.21 0.21 0.05
C 0.1983 -2.5313 -1.5259 0.08 0.11 -0.03
N 0.6716 -3.7036 -1.9259 -0.08 -0.19 0.07
C 1.1203 -3.8337 -3.3184 0.00 0.03 -0.03
C 2.6358 -4.0725 -3.3739 -0.05 -0.06 -0.10
C 3.3049 -3.3727 -2.1983 0.05 0.08 0.02
C 2.8946 -4.0422 -0.8828 0.05 -0.05 0.08
C 1.4242 -4.4846 -0.9424 -0.10 -0.06 -0.03
H 0.8619 -2.9073 -3.8314 0.01 -0.02 0.01
H 0.5644 -4.6453 -3.7948 0.04 0.01 -0.01
H 3.0183 -3.7108 -4.3292 0.01 0.01 0.01
H 2.8513 -5.1446 -3.3369 0.01 0.00 0.02
H 2.9976 -2.3231 -2.1869 0.01 -0.01 0.00
H 4.3903 -3.3773 -2.3022 0.00 -0.02 0.00
H 3.0539 -3.3587 -0.0476 -0.02 0.02 -0.02
H 3.5177 -4.9222 -0.6992 0.00 0.02 0.00
H 0.9239 -4.3828 0.0192 0.04 -0.01 0.00
H 1.3327 -5.5324 -1.2392 0.05 0.03 -0.01
```
Positions in Å, forces in eV/Å.